{
  "formula": "C52H38N3OP2SV",
  "method": "the ωB97M-V functional and the def2-TZVPD basis",
  "homo_ev": [-17.6, -17.6],
  "gap_ev": [4.02, 4.08],
  "total_charge": 4,
  "e_tot_ev": -116116.6407,
  "species": ["V", "O", "S", "C", "C", "C", "C", "C", "C", "P", "C", "C", "C", "C", "C", "C", "C", "C", "C", "C", "C", "C", "C", "C", "C", "C", "C", "C", "P", "C", "C", "C", "C", "C", "C", "C", "C", "C", "C", "C", "C", "H", "H", "H", "H", "H", "H", "H", "H", "H", "H", "H", "H", "H", "H", "H", "H", "H", "H", "H", "H", "H", "H", "H", "H", "H", "H", "H", "H", "N", "C", "C", "C", "C", "C", "C", "C", "C", "C", "C", "C", "C", "N", "C", "C", "C", "C", "N", "H", "H", "H", "H", "H", "H", "H", "H", "H", "H"],
  "xyz": [[-0.62335, -0.40492, 0.51736], [-0.73982, -0.22077, 2.46858], [0.61050, 0.38548, 2.18310], [0.70282, 2.05552, 2.71211], [1.16481, 2.49553, 3.94271], [1.23885, 3.86533, 4.13749], [0.86126, 4.74299, 3.12464], [0.36437, 4.27968, 1.91104], [0.31398, 2.91109, 1.67243], [-0.35541, 2.18287, 0.12084], [-1.88318, 3.14301, -0.01268], [-2.81836, 3.02216, 1.02187], [-3.89489, 3.88850, 1.07034], [-4.04753, 4.85995, 0.08430], [-3.13410, 4.95491, -0.95801], [-2.05370, 4.08729, -1.02612], [0.65337, 2.68080, -1.29008], [0.48630, 1.93816, -2.46503], [1.03669, 2.38724, -3.65337], [1.77194, 3.56419, -3.67185], [1.97841, 4.27804, -2.49842], [1.42699, 3.84067, -1.30345], [1.92360, -0.63284, 2.73762], [2.26760, -0.89182, 4.05634], [3.39090, -1.67470, 4.27898], [4.12518, -2.16921, 3.20542], [3.75432, -1.90859, 1.88867], [2.63692, -1.12496, 1.63907], [2.07812, -0.60616, -0.04734], [3.30794, 0.67555, -0.35675], [3.84538, 0.82545, -1.63984], [4.92621, 1.66632, -1.83687], [5.47646, 2.36606, -0.76972], [4.94050, 2.22828, 0.50651], [3.85159, 1.40445, 0.71398], [2.36356, -1.84300, -1.33204], [3.67258, -2.26891, -1.59293], [3.89461, -3.19887, -2.59377], [2.83527, -3.69335, -3.34535], [1.54115, -3.24733, -3.10695], [1.30284, -2.31759, -2.10977], [1.42979, 1.81203, 4.73796], [1.57083, 4.24739, 5.09379], [0.94203, 5.80981, 3.29097], [0.01439, 4.98086, 1.16437], [-2.69747, 2.26611, 1.79303], [-4.61377, 3.82172, 1.87601], [-4.88720, 5.54103, 0.12519], [-3.25238, 5.71608, -1.71786], [-1.34486, 4.16121, -1.84146], [-0.08541, 1.01420, -2.44918], [0.88271, 1.82362, -4.56486], [2.18924, 3.92096, -4.60466], [2.54289, 5.20127, -2.51736], [1.58444, 4.41421, -0.40179], [1.67254, -0.52549, 4.88316], [3.68502, -1.90318, 5.29494], [4.99426, -2.78603, 3.39696], [4.32636, -2.33545, 1.07598], [3.44872, 0.25723, -2.46809], [5.35033, 1.76495, -2.82749], [6.33262, 3.00906, -0.92762], [5.38956, 2.74241, 1.34589], [3.46173, 1.29247, 1.71793], [4.51631, -1.87489, -1.04124], [4.90358, -3.52976, -2.80198], [3.01871, -4.41474, -4.13054], [0.72394, -3.62313, -3.70793], [0.30082, -1.93801, -1.95248], [-8.14287, -6.98968, -0.29299], [-7.30990, -6.20051, -0.24783], [-6.23489, -5.25639, -0.17372], [-6.13484, -4.39614, 0.91831], [-5.09920, -3.47713, 0.97232], [-4.15266, -3.43288, -0.04684], [-4.24884, -4.30636, -1.13243], [-5.29344, -5.20973, -1.20343], [-2.99291, -2.50734, 0.00982], [-3.12505, -1.20069, -0.46846], [-4.25918, -0.65078, -1.06300], [-3.86919, 0.52141, -1.73809], [-2.52108, 0.67060, -1.52718], [-2.02016, -0.31990, -0.71087], [-1.75778, -3.03266, 0.38940], [-1.47459, -4.36090, 0.72905], [-0.09925, -4.45428, 0.96605], [0.41852, -3.19077, 0.78482], [-0.55425, -2.28531, 0.43887], [-6.86243, -4.44978, 1.71596], [-5.03213, -2.80943, 1.82302], [-3.51955, -4.27032, -1.93346], [-5.38329, -5.87924, -2.04752], [-5.24607, -1.08884, -1.03256], [-4.49697, 1.17306, -2.32480], [-1.89529, 1.43703, -1.95054], [-2.20009, -5.15852, 0.78279], [0.46285, -5.33561, 1.23019], [1.45015, -2.93131, 0.90838]],
  "forces_ev_per_angstrom": [[0.2, -0.9, 0.0], [-1.6, -0.7, -0.3], [1.5, 0.9, 1.8], [0.1, -0.2, -1.0], [0.1, -0.2, 0.2], [0.0, -0.1, 0.0], [0.0, 0.1, 0.0], [0.0, -0.1, 0.0], [0.0, -0.3, 0.0], [0.1, 1.1, -0.3], [0.0, -0.3, 0.2], [0.0, 0.0, 0.0], [-0.1, 0.0, 0.0], [0.0, 0.0, 0.0], [0.0, 0.0, -0.1], [0.1, -0.1, 0.1], [0.1, -0.5, 0.0], [0.0, 0.0, 0.2], [0.0, -0.1, -0.1], [0.1, 0.0, 0.0], [0.0, 0.1, 0.0], [-0.1, -0.1, 0.1], [-0.1, 0.2, -0.6], [-0.1, 0.1, 0.2], [-0.1, 0.1, 0.0], [0.0, -0.1, -0.1], [0.0, -0.1, 0.0], [-0.4, -0.1, -0.1], [0.9, 0.0, -0.5], [-0.4, 0.1, 0.2], [-0.2, 0.1, -0.1], [0.0, 0.0, -0.1], [0.0, 0.0, 0.0], [-0.1, 0.0, 0.1], [-0.1, 0.0, 0.0], [-0.4, 0.1, 0.1], [0.0, -0.1, 0.1], [0.1, 0.0, 0.0], [-0.1, 0.0, 0.0], [0.0, 0.0, -0.1], [0.1, 0.1, 0.0], [0.1, 0.0, 0.0], [0.0, 0.0, 0.0], [0.0, 0.0, 0.0], [0.0, 0.0, 0.0], [0.0, 0.1, 0.1], [0.0, 0.0, 0.0], [0.0, 0.0, 0.0], [0.0, 0.0, 0.0], [0.0, 0.1, 0.0], [0.2, 0.0, -0.1], [0.0, 0.0, 0.0], [0.0, 0.0, 0.0], [0.1, 0.0, 0.0], [0.0, 0.0, 0.0], [0.0, 0.0, 0.0], [0.0, 0.0, 0.0], [0.0, 0.0, 0.0], [0.0, 0.0, 0.0], [0.0, 0.1, -0.1], [0.0, 0.0, 0.0], [0.0, 0.0, 0.0], [0.0, 0.1, 0.0], [0.1, 0.0, 0.0], [0.0, 0.0, 0.0], [0.0, 0.0, 0.0], [0.0, 0.0, 0.0], [0.0, 0.0, 0.0], [0.0, -0.1, 0.0], [0.0, 0.1, 0.0], [-0.1, -0.3, 0.1], [0.0, 0.1, 0.0], [0.1, 0.0, -0.2], [0.0, 0.2, 0.2], [-0.1, -0.2, 0.0], [0.1, 0.0, -0.1], [0.0, 0.1, 0.1], [0.1, -0.1, -0.2], [-0.6, -0.1, 0.3], [0.3, -0.1, 0.1], [0.3, 0.1, 0.1], [-0.8, 0.3, -0.5], [0.4, 0.7, -0.1], [-0.5, -0.3, 0.0], [-0.1, 0.3, -0.1], [0.2, 0.3, -0.1], [0.0, -1.0, 0.2], [0.9, 0.4, 0.3], [0.0, 0.0, 0.0], [0.0, 0.0, 0.0], [0.0, 0.0, 0.0], [0.0, 0.0, 0.0], [0.0, -0.1, -0.1], [0.0, 0.0, 0.0], [-0.1, -0.1, 0.1], [-0.1, 0.0, 0.0], [0.0, 0.0, 0.0], [0.0, 0.1, 0.0]]
}